No. 1
{
  "formula": "C5H6O",
  "method": "wB97M-V/def2-TZVPD",
  "elements": ["O", "C", "C", "C", "C", "C", "H", "H", "H", "H", "H", "H"],
  "coordinates": [[-2.31785, 0.90715, -0.72245], [-0.07501, 1.34044, 0.98126], [-1.44440, 0.07025, -0.75112], [0.70542, -0.73260, -0.16514], [1.48974, -1.75790, -0.29876], [-0.21166, 0.17436, 0.05540], [0.84694, 1.28289, 1.56405], [-0.06882, 2.24775, 0.37342], [2.31536, -1.81024, -1.00299], [-1.50710, -0.83674, -1.38615], [1.26087, -2.57491, 0.37848], [-0.94117, 1.39237, 1.64729]],
  "atomic_forces_ev_per_a": [[0.198, -0.351, -0.040], [0.045, 0.139, 0.043], [-0.258, 0.221, -0.102], [-0.078, -0.139, 0.102], [-0.114, 0.092, 0.113], [0.140, 0.027, -0.156], [-0.163, 0.018, -0.079], [-0.009, 0.079, 0.195], [-0.190, -0.045, 0.132], [-0.089, 0.140, 0.016], [0.377, -0.210, -0.155], [0.142, 0.030, -0.071]],
  "smiles": "C=C=C(C)C=O",
  "e_lumo_ev": 0.6,
  "homo_energy_ev": -9.83,
  "total_charge": 0,
  "mol_weight_g_mol": 82.10
}

---

No. 2
{
  "formula": "C5H6O",
  "method": "wB97M-V/def2-TZVPD",
  "elements": ["O", "C", "C", "C", "C", "C", "H", "H", "H", "H", "H", "H"],
  "coordinates": [[-0.61899, 1.25281, -0.73264], [-0.90794, -0.71533, -0.12380], [1.50362, 0.10344, -0.12591], [-1.29639, 0.50324, 0.63417], [0.19616, 0.06902, -0.82246], [2.60196, 0.02699, 0.36789], [-0.66475, 1.12568, 1.22416], [-2.26073, 0.38844, 1.19467], [3.58024, -0.03558, 0.79917], [-1.66103, -0.74444, -0.92179], [0.37667, -0.28097, -1.84475], [-0.84882, -1.69329, 0.35129]],
  "atomic_forces_ev_per_a": [[-1.193, -0.253, 0.911], [0.249, -0.420, -0.046], [0.349, 0.067, 0.155], [0.395, 0.536, -0.677], [-0.092, -0.547, 0.022], [-0.531, 0.075, -0.216], [0.960, -0.769, 1.143], [-0.169, 1.164, -1.616], [-0.291, 0.045, -0.095], [-0.073, -0.409, 0.300], [-0.050, 0.457, 0.003], [0.447, 0.055, 0.117]],
  "smiles": "C#C[C@H]1CCO1",
  "e_lumo_ev": 0.9,
  "homo_energy_ev": -10.05,
  "total_charge": 0,
  "mol_weight_g_mol": 82.10
}

---

Q: What is the formula in the second record?
A: C5H6O